Entry 1:
This record from OMol25 describes a molecular structure, C18H26I3N2O6Zr in a non-equilibrium geometry. The level of theory is ωB97M-V/def2-TZVPD.

Structure (XYZ):
```
56
Properties=species:S:1:pos:R:3
Zr 0.975 -17.619 -1.060
I -1.326 -16.231 -1.884
I 3.322 -18.769 -0.068
I 0.512 -19.483 -2.941
N 2.271 -16.883 -2.856
C 2.128 -15.688 -3.478
C 2.919 -15.243 -4.558
C 3.874 -16.041 -5.147
C 4.048 -17.218 -4.518
C 3.253 -17.646 -3.413
H 1.292 -15.111 -3.232
H 2.758 -14.288 -5.074
H 4.488 -15.693 -5.986
H 4.949 -17.775 -4.833
H 3.443 -18.590 -3.065
N -0.407 -19.342 0.132
C -1.763 -19.392 0.065
C -2.542 -20.411 0.644
C -2.056 -21.457 1.388
C -0.705 -21.473 1.342
C 0.087 -20.485 0.773
H -2.280 -18.573 -0.403
H -3.597 -20.450 0.456
H -2.654 -22.290 1.765
H -0.267 -22.325 1.861
H 1.168 -20.590 0.943
C 0.991 -11.778 0.382
C 1.712 -12.274 -0.877
O 1.489 -13.683 -1.066
C 2.157 -14.537 -0.331
O 1.946 -15.737 -0.509
O 2.871 -14.131 0.654
C 3.502 -15.138 1.436
H 1.006 -10.689 0.303
H 1.524 -12.007 1.329
H -0.031 -12.081 0.332
H 2.805 -12.120 -0.836
H 1.395 -11.811 -1.795
H 4.328 -15.488 0.805
H 2.783 -15.919 1.613
H 3.819 -14.611 2.353
C -0.878 -13.755 3.091
C -0.302 -14.854 2.251
O -0.566 -16.124 2.819
C -0.181 -17.144 2.071
O 0.337 -16.943 0.974
O -0.463 -18.343 2.523
C -0.854 -18.441 3.869
H -0.382 -13.849 4.064
H -1.929 -13.878 3.248
H -0.680 -12.768 2.605
H 0.764 -14.647 2.105
H -0.746 -14.845 1.242
H -0.116 -18.053 4.592
H -0.936 -19.524 4.019
H -1.836 -18.031 4.077
```

Values from the calculation:
Total charge   +1
HOMO level   -10.7 eV
Kohn-Sham gap   7.586 eV
2S+1   1
Molar mass   838.4 g mol⁻¹

Entry 2:
This record from OMol25 describes a molecular structure, C18H26IIrN3O3Si. The level of theory is ωB97M-V/def2-TZVPD.

Structure (XYZ):
```
53
Properties=species:S:1:pos:R:3
Ir 1.040 -0.186 0.096
N 4.856 -1.030 1.942
C 3.923 -0.808 1.033
O 2.728 -0.676 1.379
C 4.381 -0.692 -0.396
I 2.985 -1.571 -1.732
H 4.606 -1.054 2.919
H 5.826 -1.145 1.696
H 5.339 -1.172 -0.566
H 4.428 0.361 -0.668
C 0.800 3.187 2.003
O 1.712 3.080 0.883
C 1.775 1.943 0.263
O 2.472 1.745 -0.715
H -0.189 3.441 1.629
H 1.184 3.992 2.621
H 0.779 2.252 2.559
C -3.702 -2.677 -0.472
C -2.841 -2.847 -1.573
C -1.779 -1.956 -1.761
N -1.539 -0.969 -0.930
C -2.313 -0.739 0.292
C -3.471 -1.673 0.411
H -4.543 -3.342 -0.334
H -2.986 -3.641 -2.290
H -1.107 -2.032 -2.606
H -2.679 0.295 0.240
H -4.117 -1.514 1.265
C -2.376 0.744 -3.287
Si -0.768 1.187 -2.464
C -0.910 2.834 -1.606
C 0.675 1.106 -3.623
N -0.490 -0.070 -1.157
C -1.395 -0.842 1.510
C -0.494 -1.911 1.617
C 0.264 -2.063 2.774
C 0.135 -1.153 3.813
C -0.745 -0.085 3.698
C -1.504 0.078 2.545
H -2.607 1.541 -3.999
H -3.216 0.698 -2.588
H -2.346 -0.184 -3.860
H -1.297 3.570 -2.315
H 0.048 3.212 -1.250
H -1.611 2.793 -0.769
H 0.567 1.878 -4.389
H 0.732 0.143 -4.136
H 1.617 1.285 -3.104
H -0.451 -2.672 0.843
H 0.942 -2.901 2.862
H 0.710 -1.281 4.720
H -0.853 0.618 4.514
H -2.199 0.906 2.463
```

Values from the calculation:
Total charge   +2
HOMO level (spin up / spin down)   -13.1 / -15.3 eV
⟨S²⟩   8.796
Kohn-Sham gap (spin up / spin down)   7.323 / 7.176 eV
2S+1   6
Molar mass   679.6 g mol⁻¹

Entry 3:
This record from OMol25 describes a molecular structure, C18H26N2O5 in a non-equilibrium geometry. The level of theory is ωB97M-V/def2-TZVPD.

Structure (XYZ):
```
51
Properties=species:S:1:pos:R:3
C -1.140 -1.609 3.642
C -1.152 -1.037 2.158
H -1.536 0.085 2.167
H -0.280 -1.058 1.624
O -2.205 -2.002 1.261
C -2.316 -1.768 0.154
O -1.604 -1.093 -0.361
C -3.334 -2.554 -0.638
H -4.146 -2.719 0.132
H -2.792 -3.580 -0.735
C -3.956 -1.802 -1.786
H -3.191 -1.703 -2.610
H -4.534 -2.931 -2.360
C -4.676 -0.623 -1.538
N -3.890 0.464 -1.711
C -3.558 1.090 -0.335
O -3.775 0.595 0.704
C -2.709 2.329 -0.635
H -2.093 2.456 -1.761
C -1.647 2.637 0.488
N -0.536 1.710 0.079
C 0.665 2.259 0.375
O 1.050 3.445 0.509
C 1.780 1.188 0.179
C 1.646 0.100 -0.906
C 2.777 -0.931 -0.830
C 3.975 -0.849 -0.319
C 4.203 0.706 0.311
C 3.034 1.390 0.603
H 3.297 2.331 1.066
H 5.142 0.921 0.696
O 4.870 -1.656 -0.642
C 6.277 -1.355 -0.128
C 6.951 -0.611 -1.155
H 6.902 -0.980 -2.126
H 8.054 -0.172 -0.796
H 6.537 0.506 -1.338
H 6.304 -0.976 1.138
H 6.687 -2.344 -0.138
H 2.439 -1.762 -1.243
H 0.768 -0.404 -0.923
H -0.835 0.818 0.210
H -1.328 3.569 0.387
H -2.131 2.258 1.373
H -3.477 3.283 -0.767
H -3.325 0.689 -2.480
H -5.372 -0.713 -2.316
H -5.063 -0.891 -0.565
H -0.478 -0.913 4.041
H -2.295 -1.549 4.088
H -0.790 -2.581 3.466
```

Values from the calculation:
Total charge   0
HOMO level   -7.9 eV
Kohn-Sham gap   8.024 eV
2S+1   1
Energy above the lowest of the compared OMol25 structures with the same formula, charge and spin   1415.66 kJ/mol
Molar mass   350.4 g mol⁻¹